(1)
Formula: C6H14O
Source: OMol25
Level of theory: wB97M-V/def2-TZVPD

Positions of all 21 atoms, in Å:
C 2.98378 1.53448 1.59698
C 1.48814 1.18893 1.54630
C 1.07548 0.47999 0.25949
O -0.24115 -0.00051 0.41550
C -0.73364 -0.58872 -0.76473
C -2.19728 -0.94455 -0.56787
C -2.79354 -1.65114 -1.78328
H 3.29002 2.07056 0.69180
H 3.21324 2.18085 2.45179
H 3.62189 0.64556 1.68604
H 1.20019 0.59937 2.42743
H 0.88613 2.09755 1.55932
H 1.75953 -0.34148 -0.01773
H 1.09765 1.22250 -0.54742
H -0.14735 -1.49184 -1.01296
H -0.62159 0.10951 -1.61441
H -2.75206 -0.02398 -0.35085
H -2.28002 -1.58081 0.32086
H -2.27197 -2.59270 -1.99176
H -2.72709 -1.02713 -2.68251
H -3.85036 -1.88643 -1.62201

Atomic forces in eV per Å
-0.086 0.036 -0.037
0.161 -0.124 -0.058
0.204 0.038 0.341
0.057 0.019 -0.032
-0.145 -0.122 -0.238
0.013 0.011 0.049
-0.009 -0.021 -0.045
-0.017 -0.048 0.093
-0.095 -0.111 -0.146
-0.242 0.096 -0.062
0.048 0.008 -0.294
0.059 0.136 0.284
-0.090 0.092 0.144
0.088 -0.071 -0.194
-0.082 0.109 0.046
-0.034 -0.089 0.135
0.071 -0.123 -0.025
0.003 0.071 -0.108
-0.064 0.137 0.031
0.003 -0.078 0.134
0.159 0.035 -0.020

Output
SMILES string	CCCOCCC
HOMO	-9.78	eV
LUMO level	0.0432	Ha
molar mass	102.2	g mol⁻¹
orbital gap	0.4026	Eh

Atom charges from the Mulliken analysis, given in e for atoms 1 to 5: C -1.187; C -0.231; C -0.581; O -0.263; C -0.579


(2)
Formula: C22H22ClN3O3
Source: OMol25
Level of theory: wB97M-V/def2-TZVPD

Positions of all 51 atoms, in Å:
C -0.95526 -0.17341 4.29045
C 0.03857 -1.35671 3.82280
H 1.02273 -1.18153 4.27847
H -0.53931 -2.32422 4.07392
O 0.18648 -1.53480 2.27074
C -0.84242 -1.97426 1.68234
O -1.89339 -2.50342 2.23829
C -0.53167 -1.77929 0.07056
C 0.60782 -1.51590 -0.52036
N 0.75162 -1.55871 -1.80559
C -0.33340 -1.81451 -2.61838
O -0.18983 -2.03788 -3.92740
N -1.38106 -2.57542 -2.11002
H -2.13094 -2.62700 -2.55462
C -1.76898 -1.99668 -0.78602
C -2.59117 -0.69709 -0.49764
C -2.14914 0.21646 -1.42414
C -2.87324 1.54259 -1.31273
C -3.72390 1.88035 -0.50746
C -4.20707 0.79027 0.53271
C -3.57033 -0.47605 0.22768
H -3.90031 -1.17976 1.14641
H -4.96018 1.00535 1.20487
Cl -4.70384 3.34520 -0.15633
H -2.57751 2.57345 -2.30273
H -1.33145 0.26796 -2.23190
H -2.36937 -2.94666 -0.20714
H 1.62901 -1.11614 -2.26814
C 1.91466 -1.28344 0.32037
N 2.42107 0.05212 -0.09733
C 3.71836 0.61825 -0.19923
C 4.82825 -0.26254 -0.46217
C 6.11052 0.46544 -0.32048
C 6.13166 1.66743 -0.18719
C 4.96134 2.47587 0.02116
C 3.82428 2.09715 0.06332
C 2.42058 2.45298 0.00999
H 2.29899 3.12692 1.31012
H 2.09233 3.05682 -0.69193
C 1.42668 1.30370 0.41907
H 0.69821 1.14275 -0.09780
H 1.13206 1.06290 1.61193
H 4.94824 3.56934 0.18607
H 7.06512 2.14620 -0.14145
H 6.88092 -0.08382 -0.55374
H 4.98353 -1.37235 -0.48462
H 2.02228 -1.47611 1.33867
H 2.86486 -2.09638 -0.15000
H -1.94651 -0.17990 3.61625
H -0.68124 0.82996 3.94480
H -1.12432 -0.11090 5.23399

Atomic forces in eV per Å
-0.167 -0.247 -9.869
-2.885 -0.521 -0.059
-0.216 -0.593 -0.712
1.576 1.444 0.082
1.232 2.088 4.840
-4.352 -2.413 -2.082
4.538 2.507 -2.906
-3.572 -1.668 2.585
2.607 -0.234 6.676
1.364 2.023 -5.496
1.248 -5.505 -8.078
-0.009 2.800 5.241
7.389 4.509 8.385
-7.631 -0.746 -6.189
-1.693 -4.366 4.945
8.977 -2.940 -10.046
-1.454 5.472 -0.527
9.121 -0.048 -10.722
-9.452 -0.527 10.838
5.007 -0.183 -6.574
-10.466 2.350 11.984
0.917 0.655 -2.679
-1.283 0.091 1.324
1.118 -0.279 -1.061
-0.717 -3.390 3.122
-1.448 -0.806 1.599
1.412 2.626 -1.482
-2.198 -1.088 1.022
4.478 -0.855 -5.453
-2.239 3.072 1.147
0.835 -5.171 0.365
0.340 2.759 1.735
-6.193 -9.189 -1.829
0.150 10.987 1.996
9.877 6.771 0.253
-10.661 -10.439 -2.062
-1.513 0.784 10.145
0.160 -0.928 -3.996
-1.493 2.933 -3.416
11.195 -1.960 6.380
-8.689 -0.886 -5.892
1.096 1.075 -3.176
1.432 -0.174 -0.201
1.056 0.964 -0.014
4.495 -2.719 -0.720
-1.213 1.192 -0.159
-0.694 -0.061 1.382
-3.028 2.089 1.046
1.757 -0.838 1.953
1.019 -0.141 0.237
-1.129 -0.275 6.120

Output
HOMO	-7.72	eV
LUMO level	-0.0034	Ha
molar mass	411.9	g mol⁻¹
orbital gap	0.2804	Eh

Atom charges from the Mulliken analysis, given in e for atoms 1 to 5: C -1.160; C -0.326; H 0.387; H 0.332; O -0.282


(3)
Formula: C24H34N3O9S2Zr
Source: OMol25
Level of theory: wB97M-V/def2-TZVPD

Positions of all 73 atoms, in Å:
Zr 0.26781 0.21460 0.04426
C 2.68539 -1.87832 -0.12515
C 1.56365 -2.71557 -0.70336
O 0.48951 -1.82185 -1.06581
C -0.65080 -2.48265 -1.65208
C -1.79135 -1.49442 -1.55324
O -1.77769 -0.90989 -0.23318
C -2.36937 -1.70218 0.81957
C -1.30168 -2.36795 1.67645
O -0.13470 -1.53890 1.65788
C 0.93198 -2.04288 2.47812
C 2.11050 -1.14532 2.18420
O 2.14580 -0.86527 0.76068
H 3.21533 -1.33250 -0.90097
H 3.39261 -2.50241 0.42074
H 1.17363 -3.44465 0.01051
H 1.91556 -3.24653 -1.58989
H -0.85641 -3.39789 -1.09118
H -0.43583 -2.74434 -2.68941
H -2.75124 -1.97320 -1.74521
H -1.67238 -0.66181 -2.24720
H -3.02543 -2.45386 0.38090
H -2.98135 -1.02452 1.40845
H -1.03253 -3.36147 1.30609
H -1.66512 -2.46928 2.70178
H 1.12497 -3.08746 2.22010
H 0.65571 -1.98887 3.53318
H 3.06183 -1.57487 2.49559
H 1.99444 -0.16921 2.65583
O 1.61133 0.46217 -1.65081
C 1.56080 1.06560 -2.74208
C 0.46866 1.86638 -3.17627
C 0.53455 2.46870 -4.44413
C -0.51650 3.23875 -4.86168
C -1.64113 3.43529 -4.06860
C -1.71886 2.84680 -2.81642
C -0.66855 2.06054 -2.35602
O -0.73620 1.50790 -1.13510
N -0.45206 3.87917 -6.19889
O -1.38079 4.59008 -6.50003
O 0.53329 3.64432 -6.85913
H 2.42096 0.96127 -3.41031
H 1.39192 2.33522 -5.09277
H -2.44530 4.05112 -4.45051
H -2.59635 2.98104 -2.19800
N 0.48287 4.06787 0.43108
C 1.61074 3.63380 0.98691
N 2.41779 4.50157 1.57369
S 2.12336 1.99012 0.91567
H 0.27904 5.05380 0.35685
H -0.08086 3.42376 -0.09742
H 2.25712 5.49796 1.54514
H 3.28518 4.18290 1.97704
C -3.75781 -0.32458 7.37971
C -3.38217 0.09737 5.99253
C -4.28036 -0.02634 4.93380
C -3.93816 0.38931 3.65635
C -2.68154 0.94585 3.44359
C -1.76021 1.08145 4.48095
C -2.11711 0.64864 5.74123
S -2.33468 1.51234 1.82111
C -2.25931 3.27639 2.05932
O -0.84010 1.12314 1.57968
H -4.65918 -0.93273 7.38492
H -3.94334 0.55668 7.99705
H -2.95209 -0.88567 7.85202
H -5.26061 -0.44904 5.11117
H -4.65092 0.29863 2.84416
H -0.78358 1.51465 4.30189
H -1.41380 0.74833 6.55855
H -1.48694 3.51452 2.78848
H -3.23967 3.57902 2.42887
H -2.06763 3.74113 1.09566

Atomic forces in eV per Å
-0.238 0.339 0.358
0.032 -0.004 -0.014
0.027 -0.007 -0.015
0.035 -0.001 -0.102
-0.016 0.000 0.015
0.017 -0.094 0.009
0.015 0.028 -0.082
0.033 -0.022 0.025
-0.032 -0.026 -0.043
-0.001 0.083 0.127
0.019 -0.012 -0.020
0.090 -0.003 -0.063
-0.010 0.026 -0.045
-0.015 -0.012 0.010
0.001 0.011 -0.005
-0.006 0.005 -0.012
-0.005 0.005 0.007
0.009 0.009 0.006
-0.008 -0.012 0.012
-0.002 0.040 -0.018
0.015 -0.018 0.007
-0.025 0.019 0.022
0.036 0.016 0.002
0.022 0.020 -0.012
-0.004 -0.025 -0.013
-0.015 0.009 -0.005
0.005 0.000 -0.008
-0.027 -0.024 0.009
0.009 -0.029 0.015
0.062 -0.145 -0.070
0.008 0.047 0.006
-0.001 0.005 0.023
-0.018 -0.002 -0.020
0.010 -0.024 -0.040
-0.019 0.000 0.030
-0.003 -0.019 -0.020
0.019 0.034 0.004
0.134 -0.162 -0.031
0.048 0.107 0.029
0.026 -0.075 0.001
-0.060 -0.020 0.017
0.004 0.026 0.006
0.006 0.002 0.003
0.000 -0.001 -0.005
0.003 0.001 0.009
0.016 0.012 -0.018
0.127 0.031 -0.138
0.000 -0.031 0.008
-0.195 -0.130 0.039
0.001 -0.001 0.020
0.015 -0.050 -0.056
-0.017 -0.003 0.034
-0.004 0.006 0.004
-0.005 -0.002 -0.008
-0.003 0.000 -0.004
0.003 0.005 0.011
0.004 -0.001 -0.013
-0.024 -0.034 -0.037
0.011 0.005 -0.001
0.004 0.000 0.000
-0.001 0.091 0.127
-0.051 -0.030 0.057
-0.018 0.029 -0.167
-0.002 -0.001 0.002
-0.002 0.003 0.004
0.003 0.001 0.002
-0.002 0.000 0.001
-0.007 -0.001 0.000
0.009 0.002 0.004
0.002 0.002 0.004
0.010 -0.010 -0.005
-0.004 0.005 -0.008
-0.046 0.007 0.032

Output
total charge	+3
HOMO	-16.81	eV
LUMO level	-0.3268	Ha
molar mass	663.9	g mol⁻¹
orbital gap	0.2911	Eh

Atom charges from the Mulliken analysis, given in e for atoms 1 to 5: Zr 0.274; C -0.845; C -0.669; O 0.327; C -0.663


(4)
Formula: C23H34CaN4OSbSe4
Source: OMol25
Level of theory: wB97M-V/def2-TZVPD

Positions of all 68 atoms, in Å:
Ca 0.47745 -2.41774 0.09991
C 1.33640 4.56600 -1.33289
C 1.96118 4.08743 -0.01700
C 1.39268 4.90590 1.15182
C 3.47489 4.29734 -0.08629
C 1.61183 2.62574 0.23653
C 2.51200 1.72962 0.79857
C 2.14160 0.41157 0.98719
N 0.93290 -0.07074 0.68534
C 0.03110 0.80364 0.19946
C 0.34312 2.12670 -0.05177
C -1.34874 0.28978 -0.06875
C -2.44517 1.12383 0.03226
C -3.72508 0.63677 -0.23563
C -3.82123 -0.70302 -0.58929
C -2.68039 -1.48527 -0.62814
N -1.46200 -1.01521 -0.36263
C -4.93578 1.56258 -0.16124
C -4.95015 2.27653 1.19676
C -4.81146 2.59773 -1.28832
C -6.24890 0.80200 -0.33067
H 1.69092 5.57258 -1.55615
H 0.24782 4.61500 -1.28663
H 1.61372 3.92064 -2.16865
H 1.62702 5.96266 1.01291
H 1.82208 4.58559 2.10253
H 0.30741 4.80630 1.21683
H 3.68196 5.32817 -0.37424
H 3.94620 3.64540 -0.82462
H 3.96108 4.13295 0.87654
H 3.51524 2.02605 1.06625
H 2.85269 -0.30452 1.37727
H -0.40347 2.76486 -0.50104
H -2.30629 2.15388 0.32634
H -4.77192 -1.15975 -0.81966
H -2.73644 -2.53578 -0.88504
H -4.08197 2.92187 1.33483
H -4.97773 1.56285 2.02224
H -5.83767 2.90660 1.26851
H -3.90601 3.19896 -1.18615
H -5.66577 3.27605 -1.26402
H -4.79006 2.11625 -2.26749
H -6.37480 0.02694 0.42816
H -6.33242 0.33772 -1.31494
H -7.08305 1.49682 -0.23160
C -2.19464 -4.88594 0.54082
O -1.39669 -3.82468 1.11606
H -3.25269 -4.68712 0.71005
H -1.91136 -5.84417 0.97405
H -1.97397 -4.88871 -0.52261
H -1.56531 -3.79971 2.06393
C 6.33797 -3.57710 0.68476
N 5.10647 -2.98022 0.18418
C 4.92256 -2.43547 -1.06574
C 3.59947 -2.15234 -1.15886
N 2.95818 -2.52047 0.01049
C 3.90855 -3.01365 0.78200
H 7.17562 -2.93975 0.41458
H 6.46004 -4.57122 0.25937
H 6.28044 -3.64920 1.76773
H 5.73406 -2.33374 -1.76454
H 3.06633 -1.74497 -2.00186
H 3.77294 -3.42614 1.76854
Se 3.80617 -6.25692 -0.88039
Sb 1.51064 -5.79304 -0.78517
Se 1.33100 -5.26104 1.66704
Se 0.09811 -7.81657 -1.21801
Se 0.44131 -4.10710 -2.13384

Atomic forces in eV per Å
0.183 -0.591 0.652
-0.004 0.038 -0.059
-0.039 -0.108 0.003
-0.023 0.056 0.018
0.084 0.030 0.003
0.030 0.093 0.007
0.053 -0.068 0.013
-0.031 -0.080 -0.033
-0.154 0.282 -0.102
-0.133 -0.064 0.037
0.010 0.068 0.011
0.237 -0.001 0.185
-0.112 -0.024 -0.147
-0.130 0.072 -0.007
0.021 -0.097 0.006
0.071 0.049 -0.010
-0.021 0.202 -0.082
0.117 -0.046 0.017
-0.020 0.030 0.050
0.005 0.068 -0.031
-0.075 -0.047 -0.017
-0.015 0.003 0.012
0.009 -0.013 0.021
0.026 0.000 0.018
-0.001 -0.007 -0.008
0.002 -0.005 -0.006
0.006 -0.010 -0.009
-0.006 0.000 0.013
-0.040 0.002 -0.016
-0.030 -0.017 0.003
-0.012 0.013 -0.006
0.003 0.000 0.006
0.006 0.001 0.014
0.007 0.000 -0.001
0.002 0.012 -0.005
-0.034 0.000 -0.003
0.005 -0.009 -0.010
-0.007 -0.014 -0.021
0.009 0.000 -0.013
-0.003 -0.014 0.011
0.002 -0.009 0.012
-0.001 -0.015 0.013
0.019 0.020 0.013
0.027 0.010 -0.001
0.011 0.009 0.001
0.133 0.168 0.127
-0.085 0.221 -0.061
-0.017 -0.036 -0.020
-0.012 -0.032 -0.036
-0.025 -0.056 -0.018
0.014 -0.041 -0.012
-0.189 0.109 -0.016
0.097 0.082 -0.128
0.102 -0.131 0.108
-0.150 -0.020 0.024
0.071 0.169 -0.189
-0.022 -0.097 0.117
0.046 -0.045 0.000
0.059 -0.004 0.002
0.012 -0.021 0.001
-0.018 0.026 -0.008
-0.009 0.017 0.017
-0.044 0.003 -0.019
0.799 -0.085 0.215
-0.767 -0.173 0.369
0.258 -0.037 -0.323
-0.015 0.059 -0.019
-0.288 0.105 -0.679

Output
total charge	+1
HOMO (alpha / beta)	-10.29 / -10.73	eV
LUMO level (alpha / beta)	-0.1780 / -0.1652	Ha
molar mass	860.2	g mol⁻¹
orbital gap (alpha / beta)	0.2002 / 0.2293	Eh

Atom charges from the Mulliken analysis, given in e for atoms 1 to 5: Ca 1.527; C -1.736; C 2.022; C -1.533; C -1.976


(5)
Formula: C16H28ClO2P2Ti
Source: OMol25
Level of theory: wB97M-V/def2-TZVPD

Positions of all 50 atoms, in Å:
C -0.07821 0.04217 -4.58769
C 0.16388 0.15112 -3.14754
H 0.84360 0.02055 -5.22833
H -0.73873 0.89387 -4.84778
H -0.67208 -0.88941 -4.67187
O 1.07731 0.61990 -2.39238
Cl -1.80745 0.27439 -2.21755
Ti -0.09947 0.12042 -0.26217
P -0.20724 2.60324 -0.62677
C 1.33450 3.44644 -0.19606
C -0.53402 3.26905 -2.29107
H -0.71657 4.34384 -2.16481
H -1.50135 4.48483 0.10399
H -1.41392 2.79370 -2.73516
H -2.46501 2.96518 0.16353
H 2.13341 3.11816 -0.87107
H 0.33030 3.11705 -2.94787
C -1.48678 3.41784 0.37404
H 1.16955 4.52623 -0.30729
H -1.25852 3.29210 1.43910
H 1.62283 3.21179 0.83469
P 0.01021 -2.30044 -0.79089
C 1.49720 -3.17640 -0.21368
C -1.32659 -3.20138 0.07002
H -1.06562 -2.55747 -2.96052
H -0.15330 -4.01211 -2.45817
H 0.71656 -2.58461 -3.09905
C -0.13979 -2.91306 -2.49791
H -2.30194 -2.75576 -0.17320
H -1.30876 -4.25168 -0.26369
H 1.38025 -4.25328 -0.42246
H 1.63737 -3.02087 0.86585
H -1.17856 -3.15503 1.15867
H 2.37860 -2.79223 -0.73954
C 1.84531 -0.02082 0.26337
O 3.01332 -0.09653 0.42478
C -1.46107 0.11119 1.48583
C -0.56692 -0.16172 2.68105
C -0.71126 -1.34914 3.45380
C 0.20643 -1.59763 4.48904
C 1.20711 -0.68550 4.80330
C 1.30116 0.47758 4.06078
C 0.41406 0.77134 3.03375
H -2.25309 -0.64349 1.36001
H -2.03023 1.05078 1.54565
H -1.46060 -2.10924 3.17557
H 0.13921 -2.54111 5.05009
H 1.89580 -0.88274 5.62867
H 2.09585 1.17882 4.25242
H 0.52324 1.65007 2.39648

Atomic forces in eV per Å
-0.117 -1.068 -0.253
3.904 4.960 4.032
-0.675 0.019 0.909
0.256 -0.352 0.136
0.192 0.471 -0.543
-5.496 -3.828 -4.218
1.755 -0.850 -0.611
-2.992 0.308 1.803
0.155 0.929 0.094
0.031 0.195 0.086
-0.052 -0.041 -0.100
0.069 -0.225 -0.223
-0.083 -0.311 0.231
0.132 0.320 0.090
0.199 0.199 0.063
-0.107 0.130 0.126
-0.145 0.137 0.148
-0.035 0.022 -0.006
0.275 -0.194 0.102
-0.106 0.128 -0.205
-0.011 0.154 -0.172
0.242 -1.672 0.150
0.090 -0.108 0.029
-0.268 0.128 0.026
0.067 -0.150 0.084
0.035 0.328 -0.140
-0.072 -0.173 0.067
-0.052 0.091 -0.165
0.237 -0.206 0.069
-0.017 0.356 0.168
0.141 0.397 0.138
-0.053 -0.081 -0.283
-0.005 -0.020 -0.374
-0.086 -0.169 0.096
7.888 -0.290 1.278
-6.011 0.332 -0.725
0.002 0.030 -0.362
-1.024 -0.472 -0.767
1.035 -0.024 -0.316
-0.926 -0.688 -0.254
-0.059 0.057 0.040
0.342 0.607 -0.046
0.268 -0.703 -0.532
0.377 -0.101 -0.040
0.473 -0.016 0.024
0.337 0.589 0.316
-0.059 0.542 -0.237
-0.197 0.069 -0.383
0.127 0.134 0.229
0.015 0.108 0.424

Output
⟨S²⟩	0.81
2S+1	2
total charge	+2
HOMO (alpha / beta)	-14.33 / -14.32	eV
LUMO level (alpha / beta)	-0.3121 / -0.3117	Ha
molar mass	397.7	g mol⁻¹
orbital gap (alpha / beta)	0.2146 / 0.2145	Eh

Atom charges from the Mulliken analysis, given in e for atoms 1 to 5: C -0.959; C 0.520; H 0.365; H 0.349; H 0.333


Q: Which of these has the highest molar mass?
A: C23H34CaN4OSbSe4